[1]
A cluster of 2 separate species, C7H9OP in total at a distorted geometry. Source: the Open Molecules 2025 dataset; level of theory: wB97M-V/def2-TZVPD.

Values from the calculation:
Total energy: -18740.0029 eV
Spin multiplicity: 1
Energy relative to the best compared isomer or geometry (same formula, charge and spin): 0.814 eV

CARTESIAN COORDINATES (ANGSTROEM)
O1 -0.59 3.26 0.52
P1 -0.98 2.65 -0.76
C1 -1.24 0.89 -0.39
C2 -1.59 0.08 -1.45
C3 -1.84 -1.28 -1.30
C4 -1.76 -1.83 0.02
C5 -1.50 -1.01 1.10
C6 -1.24 0.35 0.92
H1 -1.23 0.21 -2.52
H2 -1.94 -1.93 -2.11
H3 -1.88 -2.89 0.09
H4 -1.31 -1.44 2.03
H5 -0.61 0.89 1.63
C7 3.54 0.39 0.42
H6 2.92 -0.43 0.06
H7 3.63 0.29 1.48
H8 3.12 1.31 0.27
H9 4.52 0.49 -0.01

Atom-resolved charges from natural (NBO), all expressed in e: O -0.983; P 1.320; C -0.500; C -0.203; C -0.203; C -0.168; C -0.218; C -0.147; H 0.224; H 0.211; H 0.214; H 0.213; H 0.240; C -0.846; H 0.212; H 0.210; H 0.211; H 0.213


[2]
A cluster of 2 separate species, C2H5N3O2 in total at a distorted geometry. Source: the Open Molecules 2025 dataset; level of theory: wB97M-V/def2-TZVPD.

Values from the calculation:
Total energy: -10718.9622 eV
Spin multiplicity: 1
Energy relative to the best compared isomer or geometry (same formula, charge and spin): 2.848 eV

CARTESIAN COORDINATES (ANGSTROEM)
H1 0.32 2.25 1.71
N1 -0.41 2.01 0.91
C1 -0.37 0.78 0.58
N2 -1.15 0.23 -0.37
O1 0.57 -0.19 1.10
C2 1.17 0.35 2.13
N3 1.69 0.94 2.99
H2 -1.82 0.85 -0.65
H3 -0.87 -0.65 -0.81
O2 0.42 -2.11 -1.02
H4 1.39 -2.26 -1.33
H5 0.43 -2.50 -0.14

Atom-resolved charges from natural (NBO), all expressed in e: H 0.381; N -0.739; C 0.664; N -0.827; O -0.498; C 0.548; N -0.396; H 0.409; H 0.443; O -0.955; H 0.491; H 0.480


[3]
A structure of composition C26H46CoN6PS4. Source: the Open Molecules 2025 dataset; level of theory: wB97M-V/def2-TZVPD.

Values from the calculation:
Total energy: -126903.8640 eV
Net charge: +1
Spin multiplicity: 4
<S²>: 3.760

CARTESIAN COORDINATES (ANGSTROEM)
Co1 -0.18 0.35 0.34
C1 2.68 0.59 -0.87
N1 1.94 -0.28 0.08
C2 2.27 -1.67 -0.27
C3 2.40 0.01 1.46
C4 1.51 -0.64 2.51
N2 0.12 -0.12 2.44
C5 -0.01 1.08 3.29
C6 -0.83 -1.13 2.95
H1 3.75 0.40 -0.79
H2 2.48 1.63 -0.67
H3 2.36 0.36 -1.88
H4 3.36 -1.81 -0.24
H5 1.92 -1.89 -1.27
H6 1.80 -2.38 0.41
H7 2.39 1.10 1.59
H8 3.43 -0.34 1.60
H9 1.94 -0.45 3.50
H10 1.48 -1.72 2.36
H11 0.15 0.81 4.34
H12 -1.01 1.49 3.18
H13 0.71 1.84 3.00
H14 -0.57 -1.43 3.97
H15 -0.85 -1.99 2.29
H16 -1.84 -0.71 2.96
S1 -1.59 4.66 -1.53
P1 -0.20 4.47 -0.16
S2 0.38 2.59 0.44
C7 -0.60 5.40 1.36
C8 -0.74 4.79 2.60
C9 -0.94 5.57 3.74
C10 -1.00 6.95 3.63
C11 -0.89 7.56 2.39
C12 -0.69 6.79 1.25
C13 1.36 5.27 -0.68
C14 1.41 6.00 -1.85
C15 2.60 6.62 -2.23
C16 3.73 6.49 -1.45
C17 3.68 5.76 -0.26
C18 2.50 5.15 0.13
H17 -0.69 3.71 2.67
H18 -1.04 5.09 4.71
H19 -1.14 7.55 4.52
H20 -0.95 8.63 2.31
H21 -0.60 7.26 0.28
H22 0.52 6.09 -2.46
H23 2.63 7.20 -3.15
H24 4.66 6.97 -1.75
H25 4.56 5.67 0.36
H26 2.45 4.59 1.05
C19 -0.54 -7.04 -2.64
C20 0.05 -6.52 -1.34
N3 -0.32 -5.10 -1.18
C21 -0.16 -4.25 -0.17
S3 -0.83 -2.67 -0.31
N4 0.51 -4.58 0.95
C22 0.96 -5.89 1.44
C23 -0.11 -6.61 2.25
H27 -0.21 -8.07 -2.80
H28 -0.20 -6.44 -3.49
H29 -1.63 -7.03 -2.61
H30 1.13 -6.63 -1.35
H31 -0.35 -7.10 -0.50
H32 -0.80 -4.69 -1.96
H33 0.37 -3.90 1.68
H34 1.84 -5.70 2.06
H35 1.29 -6.50 0.61
H36 -0.42 -6.00 3.11
H37 0.27 -7.56 2.63
H38 -0.99 -6.80 1.64
C24 -2.97 -1.07 -3.91
N5 -2.85 -0.74 -2.49
C25 -2.50 0.41 -1.90
S4 -2.44 0.43 -0.14
N6 -2.28 1.53 -2.53
C26 -2.26 1.88 -3.95
H39 -3.29 -2.10 -3.97
H40 -2.03 -0.96 -4.44
H41 -3.73 -0.46 -4.40
H42 -2.90 -1.51 -1.85
H43 -2.00 2.31 -1.92
H44 -2.49 1.04 -4.59
H45 -1.28 2.27 -4.20
H46 -2.99 2.67 -4.13

Atom-resolved charges from Löwdin, all expressed in e: Co 0.271; C -0.096; N -0.315; C -0.120; C -0.194; C -0.169; N -0.316; C -0.112; C -0.092; H 0.099; H 0.022; H 0.096; H 0.101; H 0.081; H 0.027; H 0.091; H 0.136; H 0.135; H 0.105; H 0.102; H 0.088; H 0.046; H 0.101; H 0.014; H 0.093; S 0.264; P 0.152; S 0.387; C -0.379; C -0.102; C -0.076; C -0.078; C -0.069; C -0.085; C -0.397; C -0.109; C -0.075; C -0.081; C -0.078; C -0.107; H 0.044; H 0.104; H 0.106; H 0.109; H 0.109; H 0.062; H 0.107; H 0.106; H 0.105; H 0.091; C -0.075; C -0.238; N 0.016; C -0.782; S 0.636; N 0.014; C -0.220; C -0.070; H 0.084; H 0.083; H 0.085; H 0.117; H 0.105; H 0.103; H 0.095; H 0.121; H 0.082; H 0.079; H 0.085; H 0.073; C -0.062; N -0.024; C -0.737; S 0.615; N -0.014; C -0.040; H 0.093; H 0.092; H 0.090; H 0.060; H -0.006; H 0.047; H 0.095; H 0.097